The following is a quantum chemistry calculation of 14 unconnected molecules or ions with the total composition C84H212N12O34P4 in a non-equilibrium geometry, from the OMol25 dataset.

frontier orbital gap: 8.86 eV
HOMO: -8.50 eV
2S+1: 1
lowest unoccupied orbital energy: 0.357 eV
energy: -7907.74693 Ha

CARTESIAN COORDINATES (ANGSTROEM)
O  2.0418  5.2080  3.6287
H  -5.0953  2.5473  -0.3407
H  -2.0150  6.4839  -1.2544
C  -2.1254  7.4871  -1.6858
H  -0.8166  -1.8912  -6.3088
H  -3.7867  5.1228  -1.8106
N  5.3072  3.0611  -4.0775
H  2.5182  -2.2996  -0.8268
C  -2.8926  -6.5417  -1.1232
C  2.7876  0.3595  -2.6671
O  0.3804  -5.1579  -2.6715
H  -6.7990  2.1654  -0.2746
C  7.4281  2.9904  4.4992
H  -2.1433  -3.2853  5.6933
C  -3.3853  4.0932  -1.6804
C  -8.2738  -3.0185  5.5826
H  3.8110  -2.9538  7.1876
H  4.9163  2.4467  -6.0708
H  -3.4214  -3.2431  -2.3589
H  1.2467  -5.5642  -0.9326
C  4.5263  -1.4485  8.5333
H  -1.3551  5.2277  2.0854
C  6.9456  0.0118  -2.9081
H  6.0235  -1.1127  -0.3217
N  -5.6330  3.8951  -4.2457
C  0.4124  6.1131  5.1208
H  6.9364  0.5798  -1.9950
C  -7.2133  -1.0790  4.6378
C  -2.9899  2.2755  -3.3727
N  3.4007  1.6038  -3.1810
N  0.6822  -1.4589  -0.6128
C  -6.6291  -4.5075  -0.7914
H  0.9550  4.3960  9.0974
C  3.2209  5.3601  2.7635
H  4.2648  -0.1754  -4.9819
C  1.5433  -2.4416  -1.2548
H  3.5687  -0.1019  -2.1171
H  5.8430  4.9952  -4.1548
H  -3.0860  -3.5153  0.0208
O  -0.8874  7.8349  -2.2686
C  -2.3517  8.4624  -0.5612
H  4.2146  1.7565  6.0526
H  2.8690  -6.0575  -3.4523
C  5.8362  4.2374  -3.3930
C  -5.7995  -3.8794  1.3268
H  -7.1074  -3.6097  3.0653
C  0.8280  0.9348  -6.5276
H  -1.4444  3.5805  2.2747
H  -5.5716  -4.3104  -1.0552
C  -4.9419  1.0457  2.5366
C  -0.2903  6.7301  -2.8808
H  4.9972  -1.7710  4.4869
O  0.5426  -0.4401  -6.6685
N  -1.9203  -2.3258  -1.2007
H  -0.2915  5.8040  4.3209
H  6.9870  -1.0976  -2.7610
H  -4.8542  -5.6874  -2.4704
H  -0.0650  3.4871  5.1582
H  -3.6865  -6.3288  -3.6780
H  -8.2398  -0.6011  4.8733
N  -3.2574  4.3854  1.9088
H  0.7755  -4.2069  -7.0726
H  -2.7472  5.7759  3.9163
N  -3.8813  3.0450  -2.4965
C  -2.7392  0.4454  -0.1726
H  0.9297  -1.2708  -9.0903
H  -8.1012  -1.7327  2.8143
H  4.3397  -3.8655  1.9212
O  3.2167  0.7890  -7.3899
H  0.8047  -6.9787  -1.9008
H  -4.0345  5.3415  -4.0466
H  -0.9176  -6.5795  -3.3936
C  2.3603  -5.4950  -7.7330
O  3.2258  -4.7712  -1.9517
H  6.9620  4.1435  -3.1414
C  1.9192  4.3002  8.5672
N  -1.3276  0.1539  -0.4919
H  -5.1978  -7.1906  -3.3060
H  -0.0636  1.5869  -6.7013
H  -6.1584  3.7140  0.4396
H  3.2869  -0.9663  3.0992
O  -2.8543  -3.7792  3.7968
H  0.4820  -2.3215  1.3456
H  -5.3534  -4.8934  1.3447
C  -6.7106  3.6721  -5.1948
H  -0.7146  6.4900  -3.8202
O  3.7417  -5.6592  -7.5992
H  -6.8584  -6.9597  4.2667
C  0.6593  3.7794  5.9231
H  -0.1515  3.3417  7.8437
H  1.8392  0.5027  9.0542
H  -0.3085  10.1056  2.7840
H  6.0257  -3.0972  -2.3844
C  5.6710  2.9246  -5.4685
C  -6.1404  -3.2765  2.6825
C  -2.9776  5.2057  4.8221
H  6.5291  -5.0192  -7.6135
H  5.2980  -1.8546  1.1448
C  -6.1231  2.9819  -0.3666
C  -6.2486  -7.9045  4.4701
H  1.6324  -2.1154  -2.2588
H  -2.4123  -8.2667  0.0223
O  -3.7159  -7.0664  1.1125
H  1.4716  -5.9564  1.7121
H  -6.5493  -8.5477  2.1133
H  4.3994  -3.5619  -7.5003
H  4.4591  -0.7985  -7.3501
H  -4.2875  5.4210  0.4921
H  5.0245  -2.1261  9.1855
H  -6.4708  3.7587  -6.2266
P  -0.7466  -1.1220  -1.4050
H  3.1278  0.4228  -9.7998
H  -1.1303  2.1073  -0.1696
H  0.0154  1.5886  -1.4499
C  2.0727  -3.3346  -4.7460
C  7.1803  1.9176  2.4121
H  -7.2975  -4.1219  -1.5417
H  -2.2095  -7.1043  3.6982
O  -0.8648  -5.8879  2.7280
H  -2.5708  2.6848  6.1916
H  8.3946  2.4124  4.3924
H  7.2470  1.0183  3.0800
C  -7.6022  4.3567  -1.7722
C  -1.1141  9.5041  2.3783
C  -5.6870  -7.9022  2.1895
H  2.6491  0.4109  7.5277
C  -2.1347  -2.9462  0.0644
H  2.5612  6.3362  5.2223
C  1.8526  -4.3075  -6.9951
P  -3.9981  3.4501  3.0822
H  -3.3463  -5.5693  -0.8530
O  5.5034  2.2119  -1.6744
H  4.1183  5.5864  3.3573
H  -9.0100  -2.3818  6.0791
H  0.8084  6.8651  -2.9452
N  -6.3108  3.6973  -1.6638
H  -3.3663  0.8108  -1.0531
H  1.1983  1.2967  -5.5419
H  4.3654  -2.4283  -2.4285
H  8.0510  -3.4104  -8.5281
H  -4.7532  5.7299  2.2106
N  -3.8037  1.8435  2.8363
H  -3.6214  1.7519  -4.0663
H  1.1046  -1.4142  5.5701
H  -8.4897  3.7081  -1.6226
H  -0.7132  -5.1386  -4.3130
H  1.7960  -1.1907  1.1916
H  -0.3528  5.8209  -2.2241
H  8.3657  -4.9647  -9.3880
C  -2.6317  -7.1898  0.1929
H  -3.3369  11.4685  3.7181
H  8.2313  2.1271  2.0496
C  3.9720  -1.5783  4.9062
C  3.8648  1.2724  1.4395
H  5.7619  3.8864  -5.9245
H  -7.5667  5.3319  -1.1553
C  1.1418  -4.9341  1.9844
C  6.7051  2.3620  5.6683
C  5.1622  -1.7582  0.0616
H  2.5921  -2.5362  -5.3067
C  0.7700  -1.3893  0.8211
H  3.9157  -5.4928  1.7977
H  5.5160  -1.4259  -4.5912
C  4.4205  -4.4723  -8.1821
H  1.9601  -5.3410  -8.7443
H  2.8087  4.2485  9.2096
H  -2.0183  9.4999  -0.9301
H  -2.7139  1.1902  0.6307
O  -5.9358  1.5412  -3.3102
H  5.2435  4.5105  -2.4690
H  0.2103  -0.5050  4.3086
H  -5.6545  6.0159  -3.8731
C  1.2352  -5.9878  -1.9418
C  0.1431  -5.0052  3.1269
H  7.8195  0.2157  -3.5128
H  -1.8885  -4.1342  -2.3090
H  -3.5945  3.7922  -0.6669
H  4.0182  0.4067  3.9230
H  -3.0390  7.3901  -2.4135
C  1.7827  6.2523  4.4616
H  -1.9751  -2.6703  -3.1881
H  -5.8739  -7.7508  5.5189
C  -3.0384  -3.2230  5.0861
H  3.2394  -4.3242  0.6148
C  3.5464  -0.5479  -9.4232
O  -6.9311  -3.9195  0.4540
H  2.6849  -1.2336  -7.4196
H  3.2859  4.4840  2.1074
H  -0.2211  -4.0168  3.2713
O  2.2172  0.1426  4.5258
H  -1.7580  -6.7235  0.6931
H  -3.4647  8.5547  -0.3455
C  3.4904  -0.5607  -7.8222
H  -3.9534  5.5761  5.1698
C  -0.4565  1.3158  -0.4733
H  3.0680  3.6623  -3.4527
H  -2.9804  9.7544  4.0979
H  -3.1205  6.4042  1.4717
H  1.7855  2.6938  -4.0507
H  -2.2927  4.1641  -1.6807
C  7.7048  -4.0031  -9.4003
H  -6.0526  -6.8780  1.9814
P  -5.4788  2.9280  -2.9544
C  4.4400  -2.0620  7.1861
H  2.0202  5.1242  7.8918
C  5.8299  -4.9956  -8.4711
H  6.5097  1.5040  0.3612
O  3.2356  -1.0565  8.9575
C  1.8665  1.2549  -7.5753
O  5.6623  3.2152  6.1934
C  -0.1784  -5.8574  -3.7354
H  1.9007  0.6326  -2.1117
C  -0.6317  -0.8891  -5.9768
H  -3.3202  -5.1248  2.4238
C  1.1759  -0.8591  4.6219
H  0.2672  8.3617  1.3415
C  -3.4740  2.9367  5.6563
C  -3.8899  5.6211  1.5297
C  -3.1136  -5.1160  3.5166
H  0.4333  1.8871  6.9689
O  3.9582  -1.1110  6.3085
H  -1.2510  8.6778  3.1065
P  5.0382  1.8394  -3.0302
H  6.1832  1.4235  5.4232
H  3.0599  6.2487  2.0945
O  6.6967  3.0063  3.2261
O  2.7649  -1.4951  -9.9434
H  -6.9428  -8.7317  4.4278
H  3.3279  -2.4481  4.8299
O  -6.0816  -1.8527  2.6365
H  -2.1731  0.5547  2.3177
H  -2.5737  0.5995  4.0045
H  3.6588  1.5009  0.3852
C  5.3001  -0.3506  -4.7445
H  6.6511  2.4375  -5.6270
H  1.9432  2.3551  -7.6104
C  -4.3863  -6.6302  -2.8750
H  0.0755  -0.6161  1.1843
C  -2.6073  10.6674  3.6318
H  5.3233  -5.2429  -1.8846
H  -7.2905  -0.1461  2.7330
H  1.8048  7.1936  3.8329
O  -1.6462  8.0807  0.5615
C  -1.8493  4.3684  1.7031
H  -1.7621  11.0040  4.1571
N  5.7075  0.4219  -3.5870
C  5.0390  -3.1288  -1.9185
H  -0.4544  9.7538  0.3920
H  0.4832  -6.3321  -4.4291
O  6.3243  -4.2383  -9.4654
C  -0.7025  8.9414  1.0710
H  -5.6676  1.7854  2.1752
H  0.3883  1.1223  0.1189
C  4.5809  -4.5589  -2.3035
H  -6.3935  -0.3811  4.9385
H  -6.6740  -5.6276  -0.7338
H  1.1693  -0.2712  -10.4033
C  -4.6129  -8.1529  1.1753
H  -7.1564  2.6570  -5.0206
O  -2.2317  10.4114  2.3478
H  5.4950  -2.2287  6.9370
H  -5.0228  -3.2011  0.9230
H  2.1987  -3.2996  -7.2760
H  -4.2185  3.5390  6.1425
H  3.6747  2.1699  2.0565
H  -3.2207  -0.4253  0.2680
C  -7.2116  -1.1654  3.1304
O  5.1490  0.7744  1.7576
H  3.1306  0.5614  1.7935
H  8.0607  -3.4988  -10.2954
H  4.5590  -0.6952  -9.8528
C  3.4816  -4.4941  1.6590
H  -1.3488  -0.1592  -6.2891
H  0.7568  -4.5129  1.0165
C  -2.3502  -3.1165  -2.2920
C  0.5996  2.9704  7.1503
H  -4.9053  5.3305  -5.4584
H  -4.7064  0.2936  1.7331
H  4.2720  -1.1895  -0.1751
C  -5.0723  5.2517  -4.3993
O  -3.8570  -7.3570  -1.8077
C  2.7543  0.2987  8.5699
H  5.7029  -6.0073  -8.8925
C  1.4169  -1.2925  -10.0585
O  -5.2101  -7.9618  3.5044
O  -0.5329  -0.7763  -2.8116
H  -4.0297  -9.0274  1.4524
H  2.0266  2.8155  -2.2094
H  -1.8052  1.9285  3.3964
H  0.7007  -5.2658  4.0181
H  2.4874  -3.5436  -3.7884
H  -8.0521  -3.8843  6.1675
H  -2.4881  1.4422  -2.9248
C  3.3676  -0.4575  4.0787
H  1.6308  3.7888  5.4313
H  -5.2550  0.5196  3.4317
O  2.3018  -4.3318  2.4904
H  5.8223  -0.0504  -5.7235
H  3.6234  3.4453  6.1882
H  5.7570  2.7426  1.2051
H  -8.7356  -3.4329  4.6257
O  1.9107  3.0826  7.8973
H  0.9710  -1.9952  -10.7383
C  -1.9097  -6.0157  3.7602
H  -1.3039  -3.6496  0.3831
C  -2.5433  1.2187  3.0953
H  3.2207  -6.8502  -1.8377
H  -4.0467  2.0684  5.2789
H  -0.4890  -0.9458  -4.8778
H  -1.5613  4.2267  0.6664
C  4.3764  2.8145  5.7164
H  1.3196  -3.4748  -1.1898
H  2.4881  -0.2788  -3.5621
O  -5.4189  3.7959  3.1801
O  0.3876  5.1984  6.2747
H  -7.6436  4.6804  -2.8091
H  1.5029  -1.5974  3.9073
O  -7.0954  -2.3009  5.2918
H  1.7571  -6.3005  -7.2863
H  4.8445  -4.6017  -3.3917
H  3.9751  -4.2085  -9.1941
H  -2.2918  2.8895  -3.9006
C  6.0995  1.7482  1.3392
H  -1.5921  -5.7030  4.7624
C  2.4865  2.7269  -3.2257
H  3.4562  1.0569  8.9833
H  -0.0186  7.0677  5.4269
H  5.1553  -0.5719  8.4581
H  -2.1731  5.3590  5.4982
H  -3.8908  -5.3987  4.2387
O  2.2470  -4.4491  -5.5867
H  1.0813  -2.9414  -4.6030
H  -1.9369  -6.3894  -1.6783
H  -5.5321  -3.6991  3.4571
O  5.0455  -3.0314  -0.5429
H  -5.1973  -8.2170  0.2133
C  2.7242  -6.0270  -2.3582
H  1.4354  0.9741  -8.5864
N  -3.1601  3.7602  4.4775
H  -3.2415  -2.1950  4.9297
H  7.6232  3.9686  4.8017
H  -3.9160  -3.7760  5.5850
H  4.2682  2.9177  4.6099
H  -2.3048  -2.1983  0.8652
H  7.4201  2.1583  6.5100
H  -7.5133  4.4020  -4.9973

Forces on the atoms, in the same order (eV/Å):
O 1.1873 -1.9931 -2.0484
H -0.7394 0.2101 -0.0209
H -0.1674 0.0787 0.1279
C -0.9682 -0.4726 -0.4384
H -0.3930 -0.4179 -0.5090
H 0.0244 -0.7851 -0.3054
N 0.4757 1.0361 0.3619
H 0.6394 -0.1499 0.3020
C -0.5434 -0.0815 0.5024
C 0.0342 0.6968 -2.4625
O 0.6724 0.0037 -0.2366
H -0.8412 -0.5646 0.3443
C 0.0450 -2.1162 -0.8794
H 0.2492 -0.3027 0.3302
C 0.5943 0.6798 1.3467
C -0.7860 0.2908 -2.1449
H 0.1682 -0.2986 -0.0345
H -0.3620 -0.6812 0.0425
H -0.4920 0.1754 0.1488
H 0.0073 -0.2887 0.0931
C -1.2729 1.5228 -0.6958
H 0.3618 1.2602 0.2291
C -0.5301 -0.8952 -0.7573
H -0.7713 -1.0511 0.3109
N 0.0260 1.3583 -1.6063
C -0.2268 -1.2748 0.0390
H 0.5762 -0.1783 0.5385
C -1.6193 1.6737 0.0336
C -0.9123 -0.1347 0.1502
N -0.2919 -0.5859 -0.4361
N -0.6524 -0.4134 -0.0422
C 1.1241 -0.9376 0.7325
H 0.5619 0.3603 0.3689
C -1.3966 1.2301 0.2803
H -0.5630 -0.1314 0.1706
C 0.6534 1.6574 0.4972
H 0.1732 -0.9929 0.8704
H -0.3928 0.9042 -0.0048
H 0.5892 0.1389 0.0141
O -0.2802 -0.1482 -0.2513
C -1.7010 2.0146 -1.2966
H -0.2286 0.7375 -0.5124
H -0.1982 -0.5912 0.2074
C 1.5758 0.3036 0.4114
C 0.1995 0.1861 -0.3766
H -0.4786 0.0973 -0.6265
C 0.3217 0.1635 0.0984
H 0.7297 -1.1603 0.3975
H -0.4256 0.2986 -0.1623
C -0.0866 -0.4074 -1.2273
C 1.6493 -0.9861 1.6372
H -0.7132 -0.0291 0.6759
O 0.3766 -0.0979 0.6013
N 0.8319 1.1482 0.1766
H 0.2758 -0.4489 0.3307
H -0.3923 0.8599 0.2200
H 0.4605 -0.6242 -0.5166
H -0.2615 -0.1927 0.0679
H 0.0929 -0.3272 0.4422
H 1.4517 -0.3411 0.0639
N -0.1120 -0.6163 0.7820
H -0.5304 -0.3843 -0.0051
H 0.0155 -0.1668 0.0585
N -0.4932 -0.7383 -1.2633
C -0.0948 0.0617 -0.8556
H -0.3367 -0.6321 0.4734
H -0.0339 0.2664 -0.0809
H -0.7996 0.5370 0.3706
O -0.8755 -0.0804 0.4595
H 0.0029 -0.5704 0.0971
H -0.3037 -0.3878 0.4511
H -0.0140 -0.3793 0.1454
C -1.3005 0.4812 0.5782
O 1.4036 0.1288 0.0640
H -1.6601 -0.0788 0.0838
C 0.4121 -0.1996 0.9373
N -0.3590 -0.5485 -0.2225
H -0.1925 -0.4172 -0.2736
H 0.2443 -0.5333 -0.2474
H -0.3564 -0.1813 0.2229
H -0.4673 0.3579 -0.1725
O 0.8390 1.8442 -0.4633
H 0.0085 0.1646 -0.3310
H -0.1539 0.3522 0.5161
C -1.7935 -0.9713 1.5752
H -0.4483 -0.1779 -1.1795
O 0.0531 1.5566 -1.0956
H 0.4521 -0.9913 0.2102
C -0.2525 2.2809 -1.1654
H -0.3751 -0.0148 -0.0938
H -1.1207 -0.3402 0.6367
H 0.7134 0.0059 0.0970
H 0.3781 0.5713 0.1823
C 0.5459 -0.4976 -0.0560
C -1.0154 -0.3929 -0.1413
C -1.3571 -0.8919 -1.5163
H -0.5967 -0.0629 -0.0050
H -0.2093 -0.1813 -0.3714
C 1.6840 0.8862 -0.9316
C -0.3177 2.4642 0.1502
H 0.0194 -0.1817 -1.2302
H 0.0121 0.4448 0.1674
O 0.0145 0.5874 -0.0513
H -0.6157 -0.0895 0.0299
H -0.1872 -0.6207 -0.5282
H -0.0488 -1.2040 -0.6993
H -0.4022 -0.0852 -0.3829
H 0.0898 0.8997 0.7854
H -0.1190 -0.6559 1.0527
H 0.8237 0.1002 -0.8522
P -1.4138 0.2250 1.4352
H 0.7887 -0.1255 0.6114
H 0.6949 0.6181 0.3507
H -0.8376 -0.2244 0.2000
C 0.6973 1.0243 -2.1458
C -0.1700 -0.3083 0.5922
H -0.2264 0.0744 -0.2525
H 0.1839 1.2498 0.3962
O -1.2056 -0.0566 1.7228
H -0.0452 -0.0876 0.4799
H -0.7771 0.7857 -0.1414
H -0.1161 0.3790 -0.7892
C 0.7477 1.2431 -0.4985
C -0.4420 0.8248 1.1904
C -0.0991 1.4406 0.4075
H 0.0359 -0.0022 -1.2551
C -0.0829 -0.5278 1.5822
H 0.1365 0.1999 0.2765
C 0.2492 1.9095 2.7163
P 0.3043 0.8568 0.1942
H 0.1580 -0.0868 -0.5839
O 0.1557 -0.3357 -0.0020
H -0.1306 -0.5311 -0.1244
H -0.0342 -0.0409 0.0768
H -0.6481 0.4289 -0.3422
N 1.1496 -1.3836 0.6202
H 0.7955 -0.3934 1.0702
H -0.0906 -0.9144 -0.1187
H 0.0701 0.3162 0.2163
H -0.5781 -0.1917 -0.1816
H 0.4421 0.7909 -0.4874
N 1.6017 0.6954 -0.2257
H -0.2886 0.0020 -0.7459
H 0.1917 0.6948 0.1393
H 0.5190 0.3621 0.4361
H -0.5350 0.6551 -0.5315
H -0.3269 0.1551 -0.5206
H -0.2854 0.5333 -0.4024
H -1.3624 1.1173 0.1344
C 0.7489 -0.9785 0.8805
H -0.2877 -0.1058 -0.4317
H -1.1255 -0.0261 0.0410
C -0.0514 1.6510 1.6005
C -0.8778 0.2886 0.8588
H 0.0811 0.9274 -0.0481
H -0.5047 -1.6993 -0.5670
C 1.0177 -1.5398 -0.6578
C -1.1995 -0.1357 0.8540
C 1.0418 0.9967 -0.8541
H 0.2054 0.4309 0.8094
C -0.2377 -0.2323 1.3702
H -0.4836 -0.2763 -0.1886
H -0.2909 0.4639 0.0716
C -0.1058 -1.0574 0.2860
H 0.6200 -0.3651 -0.4135
H -0.4740 0.2835 0.2428
H -0.4730 -1.3504 0.5194
H -0.3066 0.0937 -0.5493
O 0.6326 1.3156 0.5919
H 0.8151 -0.2681 -1.2351
H -0.3213 0.6153 0.0580
H -0.1603 0.1093 -0.6046
C 0.8825 0.0635 0.8515
C 0.8336 0.3002 -1.4769
H 0.3887 0.4250 -0.1635
H -0.2879 0.5200 0.3499
H -0.0838 0.3932 0.8156
H 0.5412 -0.4917 0.1837
H 1.6487 0.5880 0.8553
C -0.1099 2.1579 0.2031
H -0.0979 0.4310 -0.7791
H 0.1223 -0.5127 -1.1917
C -1.0639 -2.3085 -0.0413
H 0.0143 -0.0085 -0.1625
C 0.5454 1.8455 1.5233
O 0.0401 0.3538 0.3447
H 0.7911 0.4016 -0.6633
H 0.1333 0.1021 0.6102
H -0.7030 1.0583 0.3215
O -2.3059 -0.7508 0.8349
H -0.4118 -0.2173 -0.3151
H 1.1976 -0.1968 0.0022
C -0.4329 0.9950 -0.6459
H 0.3826 0.1955 0.3657
C -0.7126 0.2444 -1.7158
H -0.4822 -0.7911 0.4965
H -0.2343 -0.0204 0.3381
H -0.6150 0.1567 0.3552
H -0.5718 -0.4694 0.1145
H -0.0186 -0.1304 -0.5696
C 1.9590 -1.3108 -0.0268
H -0.1254 -0.1216 0.1236
P -1.2361 -1.0785 1.1597
C 1.1507 -0.0402 -0.0013
H 0.0599 0.6605 -0.3445
C -1.0451 -1.3972 1.1344
H 0.0918 -0.4034 -0.0245
O -1.0291 0.8839 0.4945
C 0.0839 0.8359 -1.3371
O 0.3953 -0.1275 -0.5712
C -1.1616 0.2691 -0.3704
H -0.0485 -0.3955 0.4015
C 1.4113 0.5322 0.6240
H -0.5831 -0.3781 0.9165
C 1.0361 -0.3926 -0.2621
H -1.3348 0.7596 -0.7742
C -1.0406 0.2676 -1.9972
C -1.1433 -0.7288 -1.3965
C 0.5148 -0.1537 -0.3232
H 0.2579 0.7045 -0.0747
O -0.0861 -0.0583 -2.5834
H -0.4618 0.2543 -0.2770
P -1.2978 -0.8713 -0.1192
H 0.6028 -0.1083 -0.1954
H 0.0162 -0.5658 0.4879
O 1.4200 -0.5370 1.4666
O -0.1462 -3.4756 -1.8321
H -0.0291 -0.5394 -0.0774
H 0.1570 -0.4809 0.0262
O 0.5051 0.0245 -0.2769
H -0.0148 0.1708 -0.2419
H -0.3948 -0.3025 -0.0042
H 0.5301 -0.1119 0.0291
C 0.9951 0.3853 -1.3399
H -0.3199 -0.0772 0.1248
H 0.1737 -0.2856 0.0509
C -1.0046 1.4491 0.0248
H 0.4588 -0.2532 0.0095
C -1.1219 -0.0033 0.8959
H -0.4829 -0.4388 0.6390
H 0.2928 -0.3188 -0.1758
H -0.1724 -0.3753 0.7574
O -0.0881 -1.0415 0.2247
C 0.0339 -0.7030 -0.2562
H 1.3162 0.4695 1.2834
N 0.2955 -0.4773 0.4301
C -0.8029 -1.5171 -0.8953
H 0.0842 -0.0376 -0.3441
H 1.0048 -0.3452 -0.1253
O 1.9866 2.3841 -2.0090
C 1.8641 -0.1351 0.8180
H -0.4239 -0.8125 0.2041
H 1.0163 0.2133 1.5086
C 0.9013 1.3852 -0.5761
H -0.5927 -0.7524 0.2239
H -0.2646 0.6707 -0.0544
H 0.3368 -0.0953 -0.5159
C -0.6878 -0.0162 -0.8567
H 0.5328 0.8983 -0.1854
O 0.5462 -1.2993 -2.1921
H 0.0594 -0.9301 -0.2911
H -0.2300 -0.2196 -0.1566
H 0.3445 -0.4078 -0.5147
H -0.1203 -0.0193 1.3770
H 0.0603 -0.0119 -0.3759
H -0.0439 -0.1322 -0.2661
C -0.5806 -1.1922 0.0117
O -0.1847 1.0652 -0.7507
H -0.1194 -0.3012 -0.1991
H -0.4603 0.2350 -0.1107
H -0.3893 0.1711 0.5969
C -0.4266 -0.5457 0.3362
H -1.3483 -0.0160 0.2510
H 0.1568 0.2306 0.9060
C 0.8655 -1.4152 -1.1675
C 2.1790 -0.9012 1.5756
H -0.6136 0.8995 -0.5692
H -0.3450 0.6444 0.7728
H -0.4067 0.3621 0.2670
C 0.9741 -1.1982 0.7257
O 1.1670 0.6553 -0.0942
C 2.5889 -0.9189 1.5541
H 0.0323 -0.1197 0.6908
C -1.0728 1.6869 0.5454
O 0.3826 -0.4347 1.2207
O 0.3152 -0.3264 -0.9637
H -0.1915 -0.5565 -0.3680
H -0.1491 0.2334 -0.9472
H 0.5762 0.6573 -0.3364
H -0.0389 -0.5948 0.3641
H 0.4930 -0.1892 0.5575
H 0.4550 -0.3066 0.6177
H 0.6707 -0.1852 0.9224
C 1.8575 0.1349 -0.7946
H 0.0699 -0.5343 0.1839
H -0.3429 -0.1641 0.0100
O 1.3763 1.3522 -0.1643
H -0.2279 -0.2886 1.3385
H 0.2151 -0.0644 0.1014
H -1.2059 0.8572 -0.0296
H 0.2853 0.5839 0.9552
O -2.2951 -1.1623 -1.6432
H -0.0236 -0.4547 -0.1286
C -0.1827 -0.9234 -0.9644
H -0.8348 0.5812 -0.2916
C 0.1519 -1.2368 1.2696
H 0.0974 -0.0654 -0.0885
H 0.6455 -0.0013 0.5051
H -0.1519 0.4493 -0.5937
H 0.0013 0.0658 -0.3483
C 0.0690 -0.5260 0.0729
H -0.7914 -0.8151 0.1876
H 0.1536 0.4679 1.2359
O -1.0952 0.2612 -0.3534
O -0.2288 0.1769 -1.5005
H -0.3543 0.2599 -0.1524
H -0.5264 -0.7033 -0.5088
O 0.7269 -0.6388 0.7277
H 0.9062 -0.4383 -0.2057
H -1.0496 -0.2069 0.2521
H 0.2790 -0.2256 1.2537
H 0.4884 0.5512 -0.3404
C 2.3421 -1.0879 0.2350
H 0.7290 -0.5738 -0.1146
C 1.2636 1.3472 0.5932
H -0.1748 -0.4220 -0.4922
H 0.5158 0.0117 0.5245
H 0.3973 0.4663 -0.0347
H 0.4830 -0.0746 0.9114
H -0.4748 -0.6873 -0.6950
O -0.8774 -1.3431 -0.6984
H -0.9911 -0.3432 -0.0459
H -0.7506 -0.1279 0.1531
H 1.1616 0.1853 0.2780
O 0.4945 -0.0822 1.1010
H 0.9193 -0.4969 0.5625
C -1.1124 0.7566 -0.6250
H 0.6566 0.0235 1.0375
N 1.5748 0.6119 0.1094
H -0.5343 0.9877 -0.0177
H 0.4848 1.8325 0.1121
H 1.1234 1.0093 -0.3483
H 0.2469 -0.2212 0.6069
H 0.3874 -0.3824 -0.2369
H -0.4607 0.2867 -0.7659
H 0.0033 -0.0903 -0.1988

Löwdin population analysis, charges in e, atoms 1 to 4:
1. O -0.22
2. H 0.06
3. H 0.09
4. C -0.22